The following is a DFT calculation (ωB97M-V with the def2-TZVPD basis set) of the molecule C7H13N in a non-equilibrium geometry.

```
! RIJCOSX wB97M-V def2-TZVPD def2/J DEFGRID3
* xyz 0 1
C 0.211 0.609 -1.703
C -0.406 1.332 -0.324
C -0.307 0.439 0.848
C -0.930 -0.758 0.660
C -0.613 -2.146 1.292
C 1.962 1.001 1.280
C 0.863 0.494 1.818
N -0.889 0.074 -2.609
H 0.944 1.137 -2.267
H 0.715 -0.402 -1.381
H -0.037 2.283 -0.109
H -1.543 1.474 -0.591
H -1.719 -0.766 -0.090
H -1.693 -2.495 1.797
H -0.384 -2.809 0.439
H -0.060 -2.173 2.162
H 2.200 1.234 0.270
H 2.779 1.016 2.030
H 0.559 0.180 2.794
H -1.085 0.954 -3.205
H -0.569 -0.679 -3.111
*
```

For the highest occupied orbital energy, the calculation gives -8.25 eV. Its energy relative to the best compared isomer or geometry (same formula, charge and spin) is 82.5 kcal per mole.

The following is a DFT calculation (ωB97M-V with the def2-TZVPD basis set) of a structure of composition C16H19CoF2N2S.

```
! RIJCOSX wB97M-V def2-TZVPD def2/J DEFGRID3
* xyz 2 5
Co -0.212 -1.037 0.273
C -1.416 1.954 1.764
C -0.978 0.527 1.908
C 0.364 0.196 2.171
C 0.753 -1.125 2.480
C 2.176 -1.447 2.814
C -0.241 -2.113 2.544
C -1.575 -1.837 2.228
C -2.640 -2.874 2.392
C -1.909 -0.522 1.833
H -1.548 2.237 0.716
H -0.686 2.628 2.208
H -2.374 2.101 2.260
H 1.095 0.991 2.270
H 2.732 -1.717 1.913
H 2.232 -2.299 3.489
H 2.676 -0.595 3.271
H 0.029 -3.109 2.870
H -2.908 -3.329 1.436
H -3.545 -2.428 2.802
H -2.303 -3.671 3.052
H -2.949 -0.287 1.640
F 0.790 -3.746 0.453
C 0.490 -2.787 -0.462
F 1.676 -1.985 -0.604
H 0.313 -3.275 -1.421
N 2.008 3.506 -4.639
C 0.840 2.931 -4.507
S -0.345 3.155 -5.684
C 0.551 2.085 -3.323
C -0.684 1.445 -3.208
C -0.937 0.639 -2.115
N -0.037 0.441 -1.146
C 1.144 1.059 -1.244
C 1.478 1.884 -2.302
H 2.219 4.083 -5.445
H 2.744 3.400 -3.957
H -1.448 1.563 -3.967
H -1.890 0.135 -2.016
H 1.858 0.879 -0.451
H 2.457 2.343 -2.297
*
```

For the highest occupied orbital energy (spin up / spin down), the calculation gives -13.95 / -15.07 eV. Its expectation value of S² is 6.02.

The following is a DFT calculation (ωB97M-V with the def2-TZVPD basis set) of a structure of composition C50H36GeN9O4Sc in a non-equilibrium geometry.

```
! RIJCOSX wB97M-V def2-TZVPD def2/J DEFGRID3
* xyz 0 1
Sc 0.667 -0.711 1.318
O 2.446 3.081 2.878
C 1.798 1.957 2.612
O 2.280 1.039 1.981
C 0.411 1.870 3.144
C -0.167 2.781 3.974
C -1.492 2.517 4.422
C -2.137 1.398 3.991
C -1.486 0.512 3.096
N -0.190 0.753 2.708
C -2.007 -0.651 2.485
O -3.245 -1.106 2.690
O -1.289 -1.307 1.676
H 3.323 3.018 2.467
H 0.374 3.664 4.281
H -1.982 3.205 5.097
H -3.149 1.202 4.325
H -3.732 -0.506 3.268
C 0.933 -3.556 4.825
C 0.686 -2.440 4.092
N 1.335 -2.164 2.931
C 2.293 -3.088 2.545
C 2.499 -4.240 3.325
N 1.852 -4.500 4.433
C 2.990 -2.785 1.340
C 4.041 -3.535 0.780
C 4.602 -3.147 -0.413
C 4.110 -1.988 -1.055
C 3.102 -1.280 -0.454
N 2.548 -1.666 0.710
C 2.435 -0.099 -1.068
C 2.952 0.641 -2.077
N 2.238 1.694 -2.611
C 1.059 1.937 -2.147
C 0.422 1.163 -1.088
N 1.198 0.152 -0.555
C 5.688 -3.948 -1.033
C 5.791 -4.077 -2.413
C 6.815 -4.843 -2.948
N 7.731 -5.474 -2.214
C 7.631 -5.344 -0.891
C 6.643 -4.602 -0.262
H 0.402 -3.743 5.748
H -0.053 -1.718 4.421
H 3.224 -4.983 3.008
H 4.384 -4.435 1.271
H 4.524 -1.654 -1.995
H 3.943 0.469 -2.472
H 0.510 2.766 -2.590
H -1.210 0.649 0.112
H 5.067 -3.610 -3.069
H 6.904 -4.958 -4.023
H 8.385 -5.856 -0.304
H 6.637 -4.515 0.817
C -0.848 1.369 -0.616
Ge -2.127 2.642 -1.250
C -2.556 2.200 -3.114
C -3.457 1.152 -3.329
C -3.668 0.637 -4.601
C -2.974 1.159 -5.686
C -2.080 2.202 -5.493
C -1.874 2.716 -4.216
C -1.467 4.460 -0.980
C -0.901 4.726 0.271
C -0.354 5.970 0.557
C -0.356 6.967 -0.413
C -0.918 6.719 -1.656
C -1.473 5.474 -1.935
C -3.716 2.384 -0.147
C -4.522 3.465 0.214
C -5.664 3.278 0.984
C -6.023 2.001 1.397
C -5.235 0.914 1.042
C -4.086 1.107 0.282
H -4.011 0.739 -2.491
H -4.378 -0.169 -4.748
H -3.132 0.754 -6.678
H -1.538 2.615 -6.334
H -1.163 3.526 -4.091
H -0.883 3.946 1.027
H 0.079 6.161 1.532
H 0.080 7.934 -0.197
H -0.927 7.495 -2.411
H -1.928 5.306 -2.905
H -4.247 4.467 -0.100
H -6.278 4.127 1.258
H -6.922 1.853 1.984
H -5.525 -0.088 1.337
H -3.484 0.247 0.006
N -2.843 -6.285 1.051
C -2.315 -5.438 0.481
C -1.666 -4.374 -0.242
C -2.094 -4.006 -1.514
C -1.442 -2.975 -2.158
C -0.397 -2.341 -1.506
N 0.010 -2.677 -0.279
C -0.617 -3.678 0.339
H -2.924 -4.525 -1.976
H -1.739 -2.647 -3.145
H 0.128 -1.518 -1.973
H -0.278 -3.933 1.336
*
```

For the highest occupied orbital energy (spin up / spin down), the calculation gives -5.66 / -6.82 eV. Its energy relative to the best compared isomer or geometry (same formula, charge and spin) is 0.0 kcal per mole.

no.,total energy (eV)
1,-8956.3548
2,-73760.6230
3,-151255.6957